The following is a DFT calculation (ωB97M-V/def2-TZVPD) of a cluster of 6 separate species, C20H40FO15 in total in a non-equilibrium geometry.

CARTESIAN COORDINATES (ANGSTROEM)
F: 1.56285 -7.46084 -17.86584
C: 2.73743 -5.50140 -15.37098
C: 1.41138 -6.23406 -15.17788
O: 1.42591 -7.04168 -14.00788
C: 1.85971 -8.29239 -14.03870
O: 2.41298 -8.84330 -14.94138
O: 1.62328 -8.84156 -12.83359
C: 1.92169 -10.23144 -12.74957
H: 2.86773 -5.04154 -16.35241
H: 3.55983 -6.21790 -15.34340
H: 2.81583 -4.70732 -14.62586
H: 1.17395 -6.77826 -16.10089
H: 0.63956 -5.47924 -15.02155
H: 1.23594 -10.68640 -12.03972
H: 2.98220 -10.30329 -12.51245
H: 1.75118 -10.75404 -13.69226
C: -1.68254 -8.16267 -15.25058
C: -1.54078 -8.13710 -16.79541
O: -1.88636 -9.39425 -17.35439
C: -0.96294 -10.30935 -17.34735
O: 0.11267 -10.30702 -16.82088
O: -1.40918 -11.34697 -18.09666
C: -0.60053 -12.50256 -18.19256
H: -2.74687 -8.17845 -15.00167
H: -1.29950 -7.22880 -14.84672
H: -1.22565 -9.08151 -14.88979
H: -0.53666 -7.78855 -17.05814
H: -2.22402 -7.34604 -17.09777
H: 0.45550 -12.27827 -18.33811
H: -0.90907 -13.14906 -19.01252
H: -0.71787 -13.04439 -17.24980
C: -0.61939 -4.06253 -18.61486
C: -0.80344 -5.47779 -19.14862
O: -2.00694 -5.66204 -19.88814
C: -3.15807 -5.69201 -19.25372
O: -3.33621 -5.46961 -18.08061
O: -4.12986 -5.91397 -20.13914
C: -5.43033 -6.18113 -19.65285
H: 0.30759 -3.86841 -18.07986
H: -1.41621 -3.79883 -17.91917
H: -0.66565 -3.42699 -19.50479
H: -0.70812 -6.17757 -18.32294
H: 0.02357 -5.73007 -19.80638
H: -5.72197 -7.17319 -20.01641
H: -6.11217 -5.47596 -20.12268
H: -5.50466 -6.27136 -18.57204
C: 3.44365 -4.88486 -20.39496
C: 3.04720 -6.33652 -20.16741
O: 3.57015 -7.08867 -21.28132
C: 3.96143 -8.31668 -21.02474
O: 3.98871 -8.86561 -19.95950
O: 4.42137 -8.87961 -22.14813
C: 4.97647 -10.16790 -22.07130
H: 2.84463 -4.45770 -21.19965
H: 4.47976 -4.83958 -20.74178
H: 3.43064 -4.33123 -19.45763
H: 1.96480 -6.43361 -20.17988
H: 3.44727 -6.70888 -19.22615
H: 5.02213 -10.60218 -23.06605
H: 4.36818 -10.81976 -21.43983
H: 5.96409 -10.12487 -21.60949
C: 1.53834 -13.64760 -22.82766
C: 1.60506 -12.79359 -21.58124
O: 0.89191 -11.58712 -21.82897
C: 0.92542 -10.68398 -20.84746
O: 1.60420 -10.72842 -19.86532
O: 0.04099 -9.74969 -21.14118
C: -0.05037 -8.57587 -20.35124
H: 2.30670 -13.34737 -23.54039
H: 0.57030 -13.61573 -23.32594
H: 1.70025 -14.69037 -22.54792
H: 2.62601 -12.52681 -21.30143
H: 1.17822 -13.33469 -20.73249
H: -0.33661 -8.87986 -19.34480
H: -0.72038 -7.79490 -20.70559
H: 0.92649 -8.09417 -20.25975

Forces on atoms 1 to 2 (eV/Å):
-0.5931 0.6411 -0.1547
0.0961 -0.1987 0.0229

spin multiplicity	1
net charge	-1
E	-54819.878	eV
ΔE to the lowest compared entry with this formula, charge and spin	0.0000	eV
LUMO energy	2.67	eV
Kohn-Sham gap	7.476	eV
molar mass	539.52	g/mol

=====

The following is a DFT calculation (ωB97M-V/def2-TZVPD) of a cluster of 2 separate species, C20H40N2O3 in total.

CARTESIAN COORDINATES (ANGSTROEM)
C: 6.73840 -1.67121 2.12878
C: 6.60189 -0.91195 0.81526
C: 5.15594 -0.82886 0.32688
C: 5.03390 -0.39779 -1.13237
C: 5.43245 1.07105 -1.37316
C: 4.44895 1.91946 -2.19044
C: 2.98051 1.79155 -1.75930
C: 2.14995 0.84811 -2.63791
C: 0.94116 0.23144 -1.93525
C: -0.01841 1.27236 -1.33507
C: -0.69517 0.97331 0.01125
C: -0.79114 -0.50713 0.37120
C: -1.69598 -1.30500 -0.58049
C: -3.14563 -1.37446 -0.08794
C: -3.92453 -2.64689 -0.42531
N: -5.08414 -2.85835 0.43101
C: -0.20888 1.85054 1.17268
C: -1.41451 1.85989 2.10145
C: -2.56131 1.81422 1.10641
O: -3.72229 2.03793 1.29271
O: -2.08969 1.45226 -0.10880
H: 7.78319 -1.77311 2.42413
H: 6.21327 -1.15402 2.93526
H: 6.31646 -2.67552 2.04859
H: 7.21564 -1.38771 0.04349
H: 6.99951 0.09866 0.94645
H: 4.67325 -1.80118 0.46711
H: 4.61137 -0.11340 0.95592
H: 5.67830 -1.04846 -1.73174
H: 4.01291 -0.58079 -1.46917
H: 6.40462 1.10839 -1.87005
H: 5.57782 1.55988 -0.40295
H: 4.53087 1.67522 -3.25473
H: 4.76582 2.96030 -2.09605
H: 2.93605 1.45743 -0.71373
H: 2.51981 2.78124 -1.77631
H: 2.78381 0.02948 -2.98760
H: 1.83471 1.38237 -3.54080
H: 0.39846 -0.38747 -2.65252
H: 1.31656 -0.45242 -1.16917
H: -0.82638 1.46471 -2.04348
H: 0.50984 2.22135 -1.23001
H: -1.20168 -0.58083 1.38003
H: 0.20629 -0.94542 0.42955
H: -1.68318 -0.83085 -1.56438
H: -1.28887 -2.31137 -0.71083
H: -3.69247 -0.51598 -0.48755
H: -3.16806 -1.25771 1.00296
H: -3.27357 -3.52455 -0.36157
H: -4.28814 -2.59306 -1.45571
H: -5.69751 -2.05256 0.36990
H: -4.80828 -2.93089 1.40413
H: -0.12727 2.85728 0.75127
H: 0.75792 1.57853 1.59365
H: -1.48966 0.97100 2.73044
H: -1.49463 2.72634 2.75406
O: -7.16506 -1.40176 2.54913
C: -7.38649 -0.45864 1.81374
N: -6.40192 0.38784 1.40486
C: -8.77196 -0.16527 1.28471
H: -6.57759 1.16546 0.79658
H: -5.46321 0.24109 1.73837
H: -9.43990 -0.01330 2.13100
H: -9.12186 -1.03855 0.73647
H: -8.81031 0.70774 0.63500

Forces on atoms 1 to 2 (eV/Å):
0.0012 0.0205 0.0324
-0.0380 0.0398 0.0256

spin multiplicity	1
E	-30513.022	eV
ΔE to the lowest compared entry with this formula, charge and spin	0.2252	eV
LUMO energy	0.56	eV
Kohn-Sham gap	9.365	eV
molar mass	356.55	g/mol

=====

The following is a DFT calculation (ωB97M-V/def2-TZVPD) of an isolated molecule of C20H40N4O5.

CARTESIAN COORDINATES (ANGSTROEM)
C: 5.14210 1.00478 -0.57539
H: 5.60208 0.02862 -0.71347
C: 3.66015 0.85625 -0.25216
C: 3.44593 0.06512 1.03766
H: 3.84134 0.62976 1.88507
C: 1.97353 -0.26083 1.28957
N: 1.19057 0.94245 1.46249
C: 0.33690 1.07833 2.50664
O: 0.14469 0.20459 3.33808
N: -0.28445 2.30824 2.60618
C: 0.06031 3.44318 1.78790
H: 1.12770 3.41571 1.55011
C: -0.73876 3.54169 0.48169
O: -0.29218 2.57308 -0.44286
C: -1.12239 2.49698 -1.57758
C: -0.66890 1.37938 -2.51447
N: -0.69009 0.05404 -1.93460
C: 0.46335 -0.68874 -2.02379
O: 1.45913 -0.26097 -2.58329
N: 0.44514 -1.91455 -1.42757
H: -0.41173 -2.29013 -1.06149
C: 1.51653 -2.85989 -1.64977
C: 1.17621 -3.90846 -2.71211
C: 0.05149 -4.84872 -2.28226
C: -0.19755 -5.93559 -3.32097
H: -0.47019 -5.49388 -4.27701
H: -1.00405 -6.59237 -3.00324
H: 0.69756 -6.53633 -3.46588
H: 0.31446 -5.31233 -1.32834
H: -0.87120 -4.28263 -2.13410
H: 2.07477 -4.49471 -2.91361
H: 0.89702 -3.39645 -3.63533
H: 1.75006 -3.35174 -0.69996
H: 2.38114 -2.27666 -1.97380
C: -1.90343 -0.41379 -1.30889
H: -2.12512 -1.44432 -1.61183
C: -1.83469 -0.35403 0.23123
H: -1.83441 0.68330 0.56705
H: -0.90535 -0.81981 0.57343
O: -2.90886 -1.07426 0.81081
C: -3.87773 -0.29231 1.46303
H: -4.36054 0.40647 0.76470
C: -3.32578 0.51867 2.64355
O: -3.08184 1.84331 2.19883
C: -2.66512 2.73309 3.20535
C: -1.22109 2.49918 3.68812
H: -0.92266 3.35534 4.30546
H: -1.16855 1.59366 4.29707
H: -2.75787 3.72856 2.76120
H: -3.34019 2.67436 4.07239
H: -2.40569 0.04705 3.00963
H: -4.06092 0.54398 3.46081
H: -4.61850 -1.01211 1.81641
H: -2.73189 0.20218 -1.66694
H: 0.36529 1.55488 -2.82013
H: -1.31432 1.41045 -3.40290
H: -2.16482 2.34131 -1.25877
H: -1.08429 3.44744 -2.13407
H: -0.61277 4.54855 0.05174
H: -1.80575 3.38425 0.68847
H: -0.13706 4.34885 2.36970
H: 1.04297 1.49865 0.63508
H: 1.86386 -0.84382 2.20748
H: 1.58827 -0.84701 0.44920
H: 3.99480 -0.87706 0.97690
H: 3.15571 0.35499 -1.08006
H: 3.21760 1.84911 -0.14899
H: 5.27688 1.57751 -1.48967
H: 5.66322 1.51616 0.23227

Forces on atoms 1 to 2 (eV/Å):
-0.2506 0.0978 -0.0164
0.0942 -0.0950 -0.0185

spin multiplicity	1
E	-37587.938	eV
ΔE to the lowest compared entry with this formula, charge and spin	0.0078	eV
LUMO energy	0.75	eV
Kohn-Sham gap	9.567	eV
molar mass	416.56	g/mol

=====

Question: Which value of Kohn-Sham gap does entry 2 give?
Answer: 9.365 eV

=====

Question: Kohn-Sham gap of number 1 (C20H40FO15)?
Answer: 7.476 eV

=====

Question: Which of these has the lowest Kohn-Sham gap?
Answer: C20H40FO15